# 1
21
Properties=species:S:1:pos:R:3 method="wB97M-V/def2-TZVPD" molar_mass_da=106.2 max_force_ev_per_a=5.70 orbital_gap_ev="10.2644 / 4.3567" relative_energy_kcal_mol=59.6 spin_multiplicity=2 charge=+1 homo_energy_ev="-13.91 / -13.88"
C -2.207 0.900 -0.726
C -0.892 0.197 -0.389
C -0.482 0.468 1.196
C 0.922 0.130 1.564
N 1.761 1.265 1.038
N -0.884 -1.279 -0.553
H -2.118 1.976 -0.502
H -2.919 0.587 0.022
H -2.626 0.836 -1.649
H -0.083 0.574 -1.021
H -0.575 1.554 1.523
H -1.215 -0.138 1.904
H 1.193 -1.038 1.441
H 1.036 0.237 2.664
H 2.711 1.378 1.518
H 1.964 1.095 0.040
H -1.239 -1.735 0.290
H -1.755 -1.454 -1.124
H 1.761 -0.688 -2.383
H 0.925 -1.297 -1.163
O 1.595 -1.496 -1.853

---

# 2
21
Properties=species:S:1:pos:R:3 method="wB97M-V/def2-TZVPD" molar_mass_da=106.2 max_force_ev_per_a=5.22 orbital_gap_ev=6.1176 relative_energy_kcal_mol=171.1 charge=+2 homo_energy_ev=-17.38
C 0.376 1.758 -0.798
C 1.015 0.425 -0.703
C 0.476 0.268 0.711
C -0.587 1.113 1.036
N 0.671 -1.132 1.278
N -0.911 0.763 -3.213
H -0.608 2.032 -1.147
H 0.940 2.499 -0.256
H 0.728 -0.376 -1.370
H 2.068 0.532 -0.401
H -0.375 1.875 1.807
H -1.449 1.172 0.390
H 1.174 -1.714 0.580
H -0.189 -1.766 1.383
H 1.245 -1.120 2.127
H -0.416 0.607 -4.083
H -1.908 0.639 -3.353
H -0.767 1.757 -3.092
H 0.106 -3.410 3.417
H -1.197 -3.205 2.728
O -0.392 -2.716 2.960

---

# 3
21
Properties=species:S:1:pos:R:3 method="wB97M-V/def2-TZVPD" molar_mass_da=106.2 max_force_ev_per_a=1.94 orbital_gap_ev=11.1819 relative_energy_kcal_mol=13.2 charge=+2 homo_energy_ev=-18.14
C -0.817 -1.405 -1.415
O -0.922 -1.133 -2.800
C 0.117 -0.328 -0.812
C -0.273 0.002 0.635
C 0.861 0.612 1.450
N 0.385 0.773 2.907
N 0.165 0.854 -1.796
H -1.792 -1.375 -0.914
H -0.359 -2.380 -1.234
H -1.215 -1.971 -3.196
H 1.130 -0.740 -0.870
H -0.457 -0.975 1.091
H -1.215 0.558 0.559
H 1.274 1.590 1.207
H 1.736 -0.046 1.496
H -0.015 -0.120 3.197
H -0.350 1.481 2.937
H 1.143 1.071 3.524
H 0.622 1.630 -1.309
H 0.706 0.599 -2.627
H -0.726 1.300 -2.030

---

# 4
35
Properties=species:S:1:pos:R:3 method="wB97M-V/def2-TZVPD" molar_mass_da=544.0 max_force_ev_per_a=1.32 orbital_gap_ev=8.4582 charge=+2 homo_energy_ev=-18.50
W -0.706 -0.650 -0.189
O -0.252 -1.439 -2.287
S -1.551 -2.155 -1.979
O -2.111 -3.074 -2.857
O -1.120 -2.620 -0.551
O -2.331 -0.920 -1.520
N 1.305 -1.583 -0.287
C 2.583 -0.790 -0.206
C 2.461 0.419 -1.111
C 1.521 1.440 -0.468
C 0.479 2.072 -1.363
N -0.534 1.000 -1.655
H 1.283 -2.251 0.487
H 1.322 -2.128 -1.149
H 3.394 -1.460 -0.489
H 2.730 -0.499 0.834
H 2.106 0.099 -2.097
H 3.441 0.865 -1.278
H 2.071 2.175 0.120
H 0.916 0.942 0.324
H 0.877 2.434 -2.310
H -0.034 2.889 -0.863
H -0.383 0.581 -2.571
H -1.471 1.405 -1.674
O -3.950 0.852 1.653
P -2.572 0.216 1.570
O -2.395 -1.179 0.967
O -1.685 0.960 0.513
O -1.849 0.287 2.950
P -0.239 -0.050 3.048
O 0.426 1.344 2.772
O 0.122 -0.834 4.194
O -0.008 -0.750 1.605
H -4.631 0.620 2.309
H 0.789 1.786 3.558

---

# 5
22
Properties=species:S:1:pos:R:3 method="wB97M-V/def2-TZVPD" molar_mass_da=122.2 max_force_ev_per_a=1.24 orbital_gap_ev=9.3848 relative_energy_kcal_mol=29.5 charge=0 homo_energy_ev=-8.62
C -0.322 2.301 -0.363
O 0.398 2.910 -1.420
C -0.483 0.779 -0.518
C 0.787 0.038 -0.060
C 1.144 -1.187 -0.930
N 1.433 -2.439 -0.229
N -1.660 0.340 0.222
H -1.328 2.738 -0.319
H 0.212 2.597 0.538
H -0.143 3.025 -2.193
H -0.609 0.570 -1.581
H 0.529 -0.183 0.982
H 1.713 0.604 0.047
H 2.020 -0.941 -1.526
H 0.340 -1.350 -1.653
H 1.632 -2.245 0.745
H 0.697 -3.125 -0.235
H -1.980 1.013 0.899
H -2.474 0.028 -0.295
H -1.030 -1.223 2.353
H -0.609 -2.556 2.844
O -0.266 -1.693 2.691

---

# 6
22
Properties=species:S:1:pos:R:3 method="wB97M-V/def2-TZVPD" molar_mass_da=122.2 max_force_ev_per_a=3.84 orbital_gap_ev=9.9423 relative_energy_kcal_mol=53.2 charge=0 homo_energy_ev=-9.25
C 0.979 2.684 1.075
C -0.100 2.268 0.034
C -1.284 1.308 0.549
N -0.951 -0.050 -1.905
C -0.905 -0.775 -0.690
N -1.054 -0.155 0.454
H 0.867 2.387 2.205
H 1.997 2.164 0.967
H 1.100 3.790 1.142
H -0.462 3.198 -0.603
H 0.366 1.729 -0.782
H -2.087 1.424 -0.194
H -1.422 1.473 1.659
H -0.294 -0.199 -2.687
H -1.271 0.909 -1.882
H -0.898 -1.834 -0.943
H 0.510 -4.329 -0.759
H -0.048 -5.525 -1.685
O 0.688 -5.170 -1.219
H 2.122 -1.650 2.051
H 0.714 -1.505 1.557
O 1.432 -2.143 1.656

---

# 7
22
Properties=species:S:1:pos:R:3 method="wB97M-V/def2-TZVPD" molar_mass_da=122.2 max_force_ev_per_a=2.92 orbital_gap_ev="11.7479 / 5.4802" relative_energy_kcal_mol=67.0 spin_multiplicity=2 charge=+1 homo_energy_ev="-14.56 / -13.77"
N 1.272 -2.095 -0.167
C 0.303 -1.024 -0.332
C 0.109 -0.824 -1.833
O -0.332 -2.015 -2.430
C 1.068 0.210 0.335
N 0.305 1.015 1.240
C -0.132 2.283 0.664
H 1.756 -2.349 -1.020
H 0.861 -2.824 0.413
H -0.642 -1.310 0.135
H -0.391 0.115 -2.070
H 1.133 -0.729 -2.264
H -1.265 -1.964 -2.715
H 1.561 0.739 -0.494
H 1.972 -0.139 0.858
H 0.816 1.070 2.105
H -1.101 2.144 0.189
H 0.509 2.758 -0.079
H -0.385 2.979 1.465
H -2.947 0.155 2.336
H -1.763 0.811 1.796
O -2.705 0.993 1.867

---

# 8
22
Properties=species:S:1:pos:R:3 method="wB97M-V/def2-TZVPD" molar_mass_da=122.2 max_force_ev_per_a=2.90 orbital_gap_ev="9.4627 / 5.1016" relative_energy_kcal_mol=65.7 spin_multiplicity=2 charge=+1 homo_energy_ev="-13.39 / -13.39"
C 3.441 -0.241 0.796
C 2.174 -0.653 1.559
C 1.066 -0.882 0.490
N 0.453 -3.497 1.361
C -0.469 -2.645 0.999
N -0.251 -1.393 0.712
H 4.282 -0.217 1.481
H 3.716 -1.152 0.244
H 3.321 0.587 0.137
H 2.353 -1.582 2.078
H 1.885 0.136 2.222
H 1.533 -1.395 -0.359
H 0.901 0.063 -0.019
H 0.232 -4.399 1.771
H 1.383 -3.181 1.627
H -1.421 -3.173 1.003
H -3.499 2.847 -4.120
H -2.058 2.533 -3.795
O -2.599 3.021 -4.423
H -2.895 3.850 -1.058
H -2.424 5.127 -0.207
O -3.141 4.546 -0.451

---

Copy entry 7 word for word.
22
Properties=species:S:1:pos:R:3 method="wB97M-V/def2-TZVPD" molar_mass_da=122.2 max_force_ev_per_a=2.92 orbital_gap_ev="11.7479 / 5.4802" relative_energy_kcal_mol=67.0 spin_multiplicity=2 charge=+1 homo_energy_ev="-14.56 / -13.77"
N 1.272 -2.095 -0.167
C 0.303 -1.024 -0.332
C 0.109 -0.824 -1.833
O -0.332 -2.015 -2.430
C 1.068 0.210 0.335
N 0.305 1.015 1.240
C -0.132 2.283 0.664
H 1.756 -2.349 -1.020
H 0.861 -2.824 0.413
H -0.642 -1.310 0.135
H -0.391 0.115 -2.070
H 1.133 -0.729 -2.264
H -1.265 -1.964 -2.715
H 1.561 0.739 -0.494
H 1.972 -0.139 0.858
H 0.816 1.070 2.105
H -1.101 2.144 0.189
H 0.509 2.758 -0.079
H -0.385 2.979 1.465
H -2.947 0.155 2.336
H -1.763 0.811 1.796
O -2.705 0.993 1.867